Record 1
122
Properties=species:S:1:pos:R:3:mulliken_charge:R:1 method="wB97M-V/def2-TZVPD" total_charge=+1 e_lumo_ev=-5.78 e_homo_ha=-0.27469
Ca 7.45 -2.64 0.01 1.53
Cl 11.24 -0.41 7.51 -0.13
Cl 10.76 -3.15 6.62 -0.18
Cl 8.29 0.76 2.63 -0.63
F 7.53 -3.02 1.81 -0.38
F -3.91 1.59 0.21 -0.35
O -6.29 -0.15 2.49 -0.39
O 9.47 -2.08 1.15 -0.06
O -10.79 -4.00 0.17 -0.32
O -4.51 6.50 2.86 -0.56
O 8.43 2.82 -4.53 -0.36
O -8.66 -0.92 -2.33 -0.59
O -2.70 -5.38 -1.42 -0.45
O 9.13 -6.36 1.84 -0.60
O 11.55 -1.19 1.36 -0.42
O 6.19 2.63 -4.17 -0.61
O -10.71 0.07 -2.21 -0.75
O -8.83 -4.89 1.24 -0.60
O 10.69 -2.47 3.02 -0.25
N -5.97 -1.61 0.34 0.01
N -5.82 7.21 1.12 0.13
N -3.74 -3.23 -2.35 -1.03
N -3.69 -1.47 0.13 0.53
N -4.86 -2.87 -1.59 0.59
N -4.08 -0.73 1.20 0.11
C -3.35 -4.43 -1.94 0.90
C -3.34 0.12 2.17 -0.79
C -2.23 -1.53 -0.17 -0.71
C 10.66 -1.85 1.81 0.32
C 3.58 -1.00 -1.06 -0.53
C 4.82 0.02 -1.37 -0.37
C 7.47 -0.06 -1.17 -0.12
C 8.69 0.60 -0.32 -0.40
C -6.18 5.86 0.73 -0.82
C -9.56 -0.10 -2.68 0.62
C -10.89 -1.44 0.57 -0.56
C -0.28 -0.61 -1.78 -0.88
C 0.88 -1.15 -0.80 -0.16
C 9.40 -3.03 3.23 -0.64
C -6.21 -3.36 -2.11 -0.86
C 2.20 -0.20 -0.72 -0.85
C 11.81 -1.73 6.49 -0.09
C -4.86 -2.08 -0.50 0.14
C -9.20 0.81 -3.85 -1.14
C 8.82 4.85 -3.45 -0.52
C 6.05 -0.14 -0.32 -0.14
C 9.49 3.61 -3.98 -0.37
C -4.27 2.66 2.40 -0.99
C 7.25 3.18 -3.97 0.54
C -8.44 -3.52 -0.81 -0.13
C -6.35 8.32 0.35 -0.92
C -4.99 7.39 2.18 0.09
C -3.31 1.64 1.56 0.36
C -1.65 -0.24 -0.97 0.08
C -11.23 -2.94 1.07 -0.28
C -7.00 -4.27 -1.03 -0.43
C 7.46 4.33 -3.02 -0.34
C -9.36 -4.23 0.30 0.32
C -5.53 -0.77 1.45 0.03
C 8.89 -3.17 1.84 0.55
H 8.69 5.58 -4.26 0.28
H -3.86 0.15 3.22 0.42
H -0.57 -1.47 -2.50 0.32
H -6.31 -0.82 3.23 0.37
H -7.45 8.30 0.40 0.33
H 3.48 -1.67 -2.00 0.34
H -1.41 0.65 -0.26 -0.06
H 0.12 0.30 -2.39 0.43
H -1.89 -2.46 -0.77 0.25
H 1.22 -2.18 -1.21 0.29
H -2.42 0.14 -1.75 0.25
H -6.03 8.23 -0.69 0.33
H 8.80 -2.34 3.84 0.33
H -5.39 2.48 2.15 0.25
H 3.89 -1.70 -0.20 0.19
H -6.85 5.87 -0.13 0.39
H 9.47 -3.99 3.75 0.37
H 8.53 0.53 0.83 -0.29
H -6.86 -2.48 -2.46 0.41
H -10.84 -3.04 2.15 0.23
H -9.90 0.65 -4.67 0.28
H 10.22 3.84 -4.76 0.32
H 8.86 1.70 -0.65 0.27
H -5.27 5.30 0.49 0.20
H -8.19 0.61 -4.21 0.26
H -9.25 1.86 -3.53 0.26
H -6.00 9.27 0.75 0.30
H 11.82 -1.40 5.45 0.10
H 12.82 -2.00 6.80 0.31
H 7.48 3.95 -1.99 0.23
H 9.37 5.33 -2.64 0.33
H 9.98 3.04 -3.19 0.23
H 9.65 -0.01 -0.59 0.18
H 2.11 0.65 -1.50 0.35
H 6.07 0.66 0.49 0.32
H -12.39 -3.00 1.15 0.30
H -7.25 -5.30 -1.49 0.47
H 5.23 -0.15 -2.44 0.29
H 6.07 -1.19 0.22 -0.16
H 10.04 -6.67 1.99 0.32
H -2.26 -0.20 2.37 0.27
H -2.23 2.04 1.45 0.36
H -9.88 -1.08 0.98 0.03
H -6.00 -4.04 -3.03 0.35
H 7.35 0.58 -2.12 -0.07
H 2.29 0.17 0.36 0.23
H 8.58 -7.11 2.12 0.31
H 4.41 1.10 -1.28 0.31
H 9.17 -4.11 1.35 0.37
H -4.03 2.65 3.52 0.34
H -10.97 -1.30 -0.57 0.20
H -9.01 -3.57 -1.83 0.26
H -1.63 -1.58 0.83 0.19
H -6.44 -4.43 -0.05 0.24
H 0.49 -1.27 0.27 0.14
H 6.68 5.09 -3.14 0.31
H -6.68 5.37 1.57 0.28
H -11.69 -0.73 1.03 0.37
H -8.28 -2.42 -0.55 0.17
H 7.84 -1.13 -1.50 0.12
H -4.78 8.45 2.39 0.26
H -4.03 3.72 1.98 0.22

Record 2
138
Properties=species:S:1:pos:R:3:mulliken_charge:R:1 method="wB97M-V/def2-TZVPD" total_charge=+1 e_lumo_ev=-4.77 e_homo_ha=-0.44415 de_lowest_kj_mol=0.0
S -5.22 -0.72 13.69 1.09
S -2.76 2.42 8.17 1.38
S -2.02 -0.95 9.08 1.37
S 0.89 4.11 -10.46 1.07
S 6.05 4.34 -4.24 1.11
S 2.47 -4.77 -9.36 1.10
S 0.14 -2.28 4.16 1.14
F 1.06 2.29 -3.69 -0.20
F -0.13 1.73 -5.40 -0.11
F -0.77 1.19 -3.38 -0.18
F 3.18 -3.44 -4.47 -0.45
O -1.91 2.22 9.29 -0.58
O -6.47 -0.84 12.69 -0.33
O -0.01 -0.69 4.26 -0.26
O 5.00 4.72 -5.40 -0.36
O 1.32 -5.43 -8.85 -0.53
O 0.06 5.19 -9.60 -0.31
O 0.57 -2.56 5.67 -0.32
O -1.88 3.09 7.00 -0.32
O -5.68 -0.26 14.95 -0.55
O -3.71 3.68 8.48 -0.33
O -4.47 0.49 12.95 -0.29
O -2.22 -2.43 8.50 -0.32
O -3.25 -0.26 9.00 -0.55
O 5.01 3.59 -3.27 -0.35
O 2.60 -3.34 -8.64 -0.32
O 0.86 2.92 -9.37 -0.29
O -1.14 -2.85 3.93 -0.60
O -4.44 -1.89 13.56 -0.52
O 6.49 5.53 -3.62 -0.53
O 6.95 3.37 -4.74 -0.53
O 0.11 3.70 -11.57 -0.51
O 2.69 -4.59 -10.74 -0.51
O 2.22 4.57 -10.60 -0.52
O -3.56 1.40 7.61 -0.56
O -0.81 -0.42 8.54 -0.70
O 3.77 -5.44 -8.70 -0.34
O -1.26 -2.34 -5.30 -0.41
O -1.74 -1.36 10.60 -0.38
O 1.26 -2.57 3.31 -0.55
N 1.40 -2.18 -5.03 0.59
C -6.54 0.33 11.87 -0.36
C -1.42 4.03 -1.27 -1.26
C 0.95 -1.32 6.30 -0.36
C 3.19 -3.19 -1.26 -0.97
C 2.55 -2.30 -4.36 -0.13
C 0.91 -3.07 0.01 -1.04
C -1.38 2.29 0.62 -0.75
C -2.46 4.35 6.62 -0.35
C -1.16 -1.59 0.56 -1.08
C 1.65 -3.16 -1.35 -0.19
C 1.08 0.03 -4.27 0.91
C -0.55 3.22 -0.30 0.10
C 0.35 3.41 -8.13 0.24
C -0.59 4.54 -8.51 -0.42
C 3.87 -1.81 -1.36 -0.62
C 2.28 -0.07 -3.56 -0.09
C -2.43 -2.70 -6.04 -0.33
C 3.67 3.79 -3.73 0.61
C 3.80 3.97 -5.23 -0.28
C 4.31 -1.43 -2.81 -1.27
C 0.34 -1.65 0.24 0.56
C 0.07 -0.29 5.64 -0.14
C -1.74 -3.39 9.45 -0.31
C -1.46 0.86 0.05 0.56
C -2.02 -2.76 10.80 -0.35
C -1.47 -0.19 1.19 -0.85
C 0.26 1.31 -4.19 0.10
C 3.03 -1.24 -3.60 -0.53
C -3.15 4.85 7.87 -0.43
C -2.16 -3.14 -7.50 -0.85
C 4.60 -4.43 -8.11 -0.41
C -0.65 -1.18 -5.79 -1.06
C 0.64 -1.06 -5.00 0.09
C -5.10 0.75 11.69 0.06
C 3.61 -3.39 -7.63 0.19
H 3.27 4.69 -3.26 0.35
H -7.12 1.09 12.40 0.31
H 0.08 -3.78 -0.01 0.47
H -2.85 -3.56 -5.52 0.32
H 3.05 2.94 -3.47 -0.55
H 4.07 -2.41 -7.51 0.38
H 0.14 2.64 -0.91 -0.27
H 0.80 -1.37 7.37 0.25
H 0.08 3.88 0.30 0.44
H -3.21 -1.93 -6.00 0.37
H -4.62 0.12 10.94 -0.05
H -2.01 3.35 -1.89 0.26
H -2.41 -4.19 -7.66 0.34
H -3.07 -2.86 11.09 0.23
H 3.93 3.01 -5.74 0.37
H 3.45 -3.65 -0.30 0.57
H 3.14 -3.69 -6.70 -0.25
H -1.69 5.02 6.26 0.30
H 3.12 -1.05 -1.09 0.34
H 4.87 -0.50 -2.78 0.60
H 1.35 -4.10 -1.84 0.41
H -1.52 -2.38 1.22 0.49
H 4.88 -2.26 -3.21 0.38
H -2.39 0.70 -0.51 0.31
H 3.60 -3.86 -2.02 0.38
H -2.41 -0.18 1.74 0.34
H -1.10 -3.02 -7.75 0.16
H 1.26 -2.36 -1.98 0.11
H -1.79 -1.62 -0.34 0.32
H -0.76 4.58 -1.96 0.33
H -0.85 2.25 1.58 0.25
H -2.38 2.68 0.81 0.40
H 1.07 -2.98 -5.57 0.45
H -0.35 -1.27 -6.85 0.36
H -2.25 -4.34 9.32 0.36
H -2.05 4.77 -0.77 0.40
H -1.39 -3.16 11.59 0.35
H 2.00 -1.15 6.08 0.33
H -7.03 0.11 10.92 0.32
H -0.67 -3.53 9.29 0.24
H -3.18 4.16 5.82 0.29
H -1.26 -0.29 -5.67 0.63
H -0.75 5.24 -7.70 0.33
H 4.69 -1.71 -0.66 0.40
H -0.63 0.07 1.85 0.43
H 1.19 3.78 -7.53 0.01
H 2.67 0.74 -2.95 0.80
H 5.26 -4.03 -8.88 0.31
H -5.00 1.80 11.42 0.32
H 5.20 -4.85 -7.31 0.32
H 0.88 -1.22 1.10 0.43
H -0.62 0.67 -0.61 -0.59
H -0.93 -0.29 6.06 0.22
H -3.93 5.58 7.66 0.31
H 0.51 -0.99 -0.62 -0.63
H 1.57 -3.32 0.84 0.20
H -0.15 2.62 -7.59 0.06
H -2.43 5.29 8.57 0.30
H -2.76 -2.53 -8.17 0.28
H 2.96 4.49 -5.67 0.23
H 0.49 0.72 5.72 0.32
H -1.55 4.16 -8.86 0.36